Formula: C6H13N
Source: OMol25
Level of theory: the ωB97M-V functional and the def2-TZVPD basis

Output
Maximum force, eV/A: 2.726
Lowest unoccupied orbital energy, eV: 1.154
Energy relative to the best compared isomer or geometry (same formula, charge and spin), kJ/mol: 132.2
Energy, eV: -7921.463
SMILES: C/C=C/CCCN
Frontier orbital gap, eV: 10.3

ORCA input file:
```
! RIJCOSX wB97M-V def2-TZVPD def2/J DEFGRID3
* xyz 0 1
C 1.27804 2.70412 1.38466
C 0.09066 1.99890 0.75523
C -0.15336 0.70040 0.98316
C -1.22956 -0.06494 0.22399
C -0.63811 -0.53461 -1.14981
C 0.48393 -1.54830 -1.14919
N 0.01167 -2.95194 -1.02106
H 2.10285 2.06176 1.04943
H 1.45892 3.72693 1.09010
H 1.18584 2.55929 2.46499
H -0.82986 2.59471 0.62005
H 0.62630 0.04617 1.38965
H -2.01682 0.64545 -0.05748
H -1.60346 -0.81145 0.91084
H -0.49527 0.41682 -1.65838
H -1.47339 -1.04357 -1.66758
H 0.96147 -1.44717 -2.12913
H 1.21171 -1.28425 -0.38532
H -0.91159 -2.98609 -0.59481
H 0.63275 -3.38600 -0.35205
*
```

Formula: C19H71BrO18P2
Source: OMol25
Level of theory: the ωB97M-V functional and the def2-TZVPD basis

Output
Maximum force, eV/A: 3.490
Lowest unoccupied orbital energy, eV: -0.024
Energy, eV: -146319.796
Frontier orbital gap, eV: 8.2

ORCA input file:
```
! RIJCOSX wB97M-V def2-TZVPD def2/J DEFGRID3
* xyz 0 1
C -3.22667 -1.75301 0.98188
C -3.71320 -1.51421 -0.58865
O -5.11405 -1.02256 -0.49747
C -5.04871 0.44383 -0.39098
C -6.40096 1.14024 0.23527
O -7.64300 0.38851 -0.00140
P -8.20304 -0.43954 1.42438
P -9.18291 -2.26832 0.62362
O -8.24417 -2.84100 -0.76569
Br -11.26105 -1.58883 -0.12253
H -2.21148 -1.18032 1.18488
H -3.07162 -2.92750 1.12110
H -4.07272 -1.36602 1.69898
H -3.64789 -2.55294 -1.14096
H -2.98170 -0.77191 -1.12118
H -4.94228 0.85227 -1.50324
H -4.13200 0.85929 0.20607
H -6.52665 2.17886 -0.33971
H -6.18994 1.41540 1.35292
H -7.11181 -0.82494 2.30410
H -7.57927 -2.09022 -0.93702
C -1.57787 -5.42514 -1.23506
O -2.21356 -4.49289 -0.38003
H -0.52835 -5.14401 -1.34946
H -1.63958 -6.42418 -0.79660
H -2.06443 -5.41429 -2.21352
H -3.14254 -4.76803 -0.29751
C 0.75767 -0.53711 0.45430
O -0.47216 0.14899 0.59934
H 0.55477 -1.57978 0.19877
H 1.34165 -0.07515 -0.34551
H 1.31205 -0.49610 1.39517
H -0.26030 1.07060 0.82575
C 2.99398 -1.04382 -3.41187
O 1.87807 -0.63808 -2.64091
H 3.87238 -1.09757 -2.76446
H 2.80115 -2.02909 -3.84337
H 3.17360 -0.31513 -4.20623
H 1.11448 -0.59941 -3.24171
C 3.81445 2.89019 -4.31789
O 4.42116 1.81071 -5.00411
H 4.48049 3.22184 -3.51788
H 3.64438 3.71581 -5.01328
H 2.86565 2.56177 -3.88642
H 3.80753 1.53812 -5.70743
C -9.60658 1.41532 4.61252
O -8.40104 1.84483 4.00717
H -9.61891 0.32331 4.64390
H -9.66410 1.80766 5.63080
H -10.45701 1.77038 4.02521
H -8.41869 2.81695 3.99339
C -4.73862 -6.69219 -2.96965
O -4.73762 -6.11705 -1.67603
H -3.90631 -7.39578 -3.04623
H -5.67905 -7.22447 -3.13212
H -4.61835 -5.90599 -3.71910
H -5.48638 -5.49784 -1.63799
C -2.07247 1.50901 3.36091
O -0.90611 0.70674 3.37608
H -1.90708 2.38816 3.98810
H -2.28278 1.82863 2.33731
H -2.91519 0.93598 3.75551
H -1.08271 -0.06500 2.81150
C 4.37496 1.60127 -0.90499
O 5.62487 2.26288 -0.97001
H 3.61971 2.30342 -0.54416
H 4.09572 1.24912 -1.90107
H 4.44394 0.75709 -0.21445
H 6.27447 1.61545 -1.29307
C 3.00638 5.14735 -0.22730
O 2.28545 5.69666 -1.31486
H 2.47492 4.26757 0.14306
H 4.00440 4.85357 -0.56166
H 3.08178 5.88823 0.57249
H 2.78075 6.47498 -1.62209
C 6.50561 1.02549 2.17426
O 5.38735 1.87652 2.34597
H 6.78120 0.60131 3.14264
H 6.24754 0.21763 1.48514
H 7.34586 1.60162 1.77891
H 5.16610 2.23780 1.47073
C 8.40638 -1.26954 -0.48152
O 7.68545 -0.72023 -1.56908
H 7.87492 -2.14932 -0.11116
H 9.40440 -1.56332 -0.81588
H 8.48178 -0.52866 0.31827
H 8.18075 0.05810 -1.87631
C 2.33778 8.68282 2.50622
O 2.87205 8.67271 1.19522
H 3.06273 8.23311 3.18874
H 2.14213 9.71321 2.81308
H 1.41183 8.10283 2.52785
H 2.20716 9.07752 0.61251
C -0.04799 1.96763 -4.93561
O 0.08738 0.56024 -5.00759
H 0.22623 2.29998 -3.93163
H 0.61575 2.43637 -5.66628
H -1.08517 2.24574 -5.13848
H -0.16253 0.29483 -5.90905
C 8.66107 -3.05490 2.71003
O 9.64221 -2.30750 2.01504
H 8.12132 -3.68237 1.99688
H 9.14570 -3.68921 3.45630
H 7.95900 -2.37308 3.19632
H 10.10437 -1.76088 2.67316
C -2.79468 -4.77434 3.37159
O -1.49415 -4.23303 3.23074
H -3.27447 -4.32377 4.24361
H -3.38261 -4.54982 2.47824
H -2.72685 -5.85573 3.51392
H -1.09356 -4.65126 2.44963
*
```

Formula: C8H14O2S
Source: OMol25
Level of theory: the ωB97M-V functional and the def2-TZVPD basis

Output
Maximum force, eV/A: 0.922
Lowest unoccupied orbital energy, eV: -0.567
Energy relative to the best compared isomer or geometry (same formula, charge and spin), kJ/mol: 333.0
Energy, eV: -23448.969
Frontier orbital gap, eV: 6.7

ORCA input file:
```
! RIJCOSX wB97M-V def2-TZVPD def2/J DEFGRID3
* xyz 0 1
C -2.94415 1.27389 2.62358
C -3.01895 0.20650 2.08217
C -3.03054 -1.09630 1.41510
C -1.69590 -1.30294 0.66869
C -0.56775 -1.46686 1.68752
S 0.97906 -0.57876 1.35915
C 0.68819 0.61416 0.06996
H -2.78998 2.22991 3.06442
H -3.86301 -1.13401 0.71332
H -3.17456 -1.87747 2.16451
H -1.56477 -0.43822 0.02567
H -1.79570 -2.19140 0.04803
H -0.28071 -2.51705 1.74494
H -0.85869 -1.16871 2.69241
H 1.73621 -1.49663 0.74135
H 1.63109 1.11942 -0.19070
H 0.30514 0.12837 -0.82319
H -0.00782 1.35342 0.46118
C 3.39472 0.94585 -3.25421
C 2.19773 1.54759 -2.49941
O 1.06403 1.08114 -2.76999
O 2.45443 2.42660 -1.64032
H 3.07264 0.17465 -3.95209
H 3.91566 1.73018 -3.80445
H 4.09989 0.51441 -2.54058
*
```

Formula: C5H4N
Source: OMol25
Level of theory: the ωB97M-V functional and the def2-TZVPD basis

Output
Maximum force, eV/A: 5.075
Lowest unoccupied orbital energy (alpha / beta), eV: -7.475 / -9.068
Energy relative to the best compared isomer or geometry (same formula, charge and spin), kJ/mol: 911.2
Energy, eV: -6718.896
Frontier orbital gap (alpha / beta), eV: 7.5 / 6.4

ORCA input file:
```
! RIJCOSX wB97M-V def2-TZVPD def2/J DEFGRID3
* xyz 1 1
C 1.66422 0.95309 -0.06703
C 2.63857 1.79393 -0.09488
C -2.76996 1.22049 -0.12091
C -1.66156 0.88906 0.12601
C 1.38144 -0.54153 -0.32226
N 0.73308 0.25393 0.67234
H -3.91366 1.33290 -0.14098
H 0.62489 -0.69517 -1.19084
H 2.11519 -1.30578 -0.01880
H 0.71687 0.02616 1.64279
*
```